Entry 1:
The following is a quantum chemistry calculation of a 14-piece molecular cluster, CH27O16 overall, from the Open Molecules 2025 dataset.

Output
Net charge: -1
Relative energy (zero: lowest compared OMol25 entry of this formula, charge and spin) (kJ/mol): 73.89
Molar mass (g mol⁻¹): 295.2

Last columns: bonded neighbours and bond lengths (Å).
Positions of all 44 atoms, in Å:
1 C -19.0880 -2.1460 10.6230  O2 1.261, O3 1.362, O4 1.216
2 O -18.8050 -2.0740 11.8500  C1 1.261
3 O -20.1510 -1.5120 10.0540  C1 1.362, H5 1.003
4 O -18.3700 -2.7790 9.8730  C1 1.216
5 H -20.8030 -1.0210 10.6370  O3 1.003
6 O -18.5180 -2.3410 7.2180  H7 0.929, H8 0.986
7 H -18.5230 -2.5340 8.1270  O6 0.929
8 H -17.6130 -2.4290 6.8360  O6 0.986
9 O -19.3260 -4.2620 13.1640  H10 0.980, H11 0.969
10 H -18.8780 -4.3910 14.0260  O9 0.980
11 H -18.8480 -3.6340 12.6010  O9 0.969
12 O -22.6260 -1.5770 11.4890  H13 0.962, H14 0.964
13 H -22.6100 -0.9390 12.2090  O12 0.962
14 H -22.7950 -0.9470 10.7790  O12 0.964
15 O -18.4450 -1.4380 14.4270  H16 0.965, H17 0.950
16 H -18.5890 -1.7360 13.5200  O15 0.965
17 H -19.1930 -1.7880 14.8960  O15 0.950
18 O -17.3210 -5.1350 10.6710  H19 0.973, H20 0.928
19 H -17.7870 -4.3260 10.3970  O18 0.973
20 H -16.7590 -4.9240 11.3790  O18 0.928
21 O -19.5670 0.5560 12.6560  H22 0.925, H23 0.936
22 H -19.6600 0.4330 13.5680  O21 0.925
23 H -19.2750 -0.2140 12.2120  O21 0.936
24 O -21.6320 0.9600 10.7970  H25 0.973, H26 0.938
25 H -21.0030 1.1180 11.5230  O24 0.973
26 H -21.5990 1.7100 10.2350  O24 0.938
27 O -21.3670 -3.6020 8.7100  H28 0.958, H29 0.944
28 H -20.8930 -2.8450 9.0570  O27 0.958
29 H -22.1800 -3.5380 9.1850  O27 0.944
30 O -19.6000 -5.7870 8.8160  H31 0.957, H32 0.923
31 H -20.1450 -5.0790 9.1590  O30 0.957
32 H -18.8680 -5.2910 8.5520  O30 0.923
33 O -15.8060 -1.8820 11.6690  H34 0.970, H35 0.929
34 H -16.7050 -2.1020 11.3790  O33 0.970
35 H -15.2940 -2.6250 11.4490  O33 0.929
36 O -19.3200 1.0930 8.7320  H37 0.979, H38 0.921
37 H -18.6440 0.8570 8.0640  O36 0.979
38 H -19.0070 0.6480 9.4750  O36 0.921
39 O -15.6210 -3.6860 8.6780  H40 0.967, H41 0.981
40 H -15.8600 -3.8490 9.6010  O39 0.967
41 H -16.3920 -3.9590 8.1360  O39 0.981
42 O -16.6700 0.7080 13.2050  H43 0.995, H44 0.943
43 H -16.9940 1.5400 13.6450  O42 0.995
44 H -17.4150 0.1420 13.0840  O42 0.943

Entry 2:
The following is a quantum chemistry calculation of a 11-piece molecular cluster, C29H60N2O9S2 overall, from the Open Molecules 2025 dataset.

Output
Net charge: 0
Molar mass (g mol⁻¹): 644.9

Last columns: bonded neighbours and bond lengths (Å).
Positions of all 102 atoms, in Å:
1 C -3.7007 41.4248 -38.0968  C2 1.461, H4 1.092, H5 1.098, H6 1.068
2 C -4.0141 42.6351 -38.8524  C1 1.461, N3 1.142
3 N -4.2934 43.5895 -39.4131  C2 1.142
4 H -4.6322 41.0194 -37.6972  C1 1.092
5 H -3.1654 41.7312 -37.1883  C1 1.098
6 H -3.0682 40.7479 -38.6281  C1 1.068
7 C 2.6448 35.4965 -35.2873  C8 1.427, H10 1.086, H11 1.086, H12 1.083
8 C 1.9385 34.4033 -34.7025  C7 1.427, N9 1.165
9 N 1.3697 33.5020 -34.2317  C8 1.165
10 H 3.7106 35.3305 -35.1625  C7 1.086
11 H 2.3530 36.4193 -34.7945  C7 1.086
12 H 2.3906 35.5583 -36.3378  C7 1.083
13 C -1.6773 42.5318 -28.9104  S14 1.797, H17 1.081, H18 1.082, H19 1.091
14 S -1.1138 41.7192 -30.4108  C13 1.797, O15 1.492, C16 1.776
15 O -2.2913 40.9639 -30.9296  S14 1.492
16 C -1.2347 43.1496 -31.4565  S14 1.776, H20 1.084, H21 1.101, H22 1.085
17 H -1.2583 42.0232 -28.0534  C13 1.081
18 H -2.7581 42.5363 -28.9684  C13 1.082
19 H -1.2932 43.5525 -28.9301  C13 1.091
20 H -0.8488 42.8835 -32.4343  C16 1.084
21 H -0.6254 44.0156 -31.1550  C16 1.101
22 H -2.2704 43.4610 -31.5430  C16 1.085
23 C 2.2745 42.0913 -38.4782  S24 1.773, H27 1.095, H28 1.088, H29 1.087
24 S 1.1834 40.6938 -38.5098  C23 1.773, O25 1.479, C26 1.788
25 O -0.1445 41.2142 -38.9011  S24 1.479
26 C 1.0133 40.4567 -36.7458  S24 1.788, H30 1.099, H31 1.080, H32 1.087
27 H 1.7696 42.9049 -37.9472  C23 1.095
28 H 2.3670 42.3953 -39.5192  C23 1.088
29 H 3.2456 41.8664 -38.0453  C23 1.087
30 H 1.9962 40.3733 -36.2610  C26 1.099
31 H 0.4175 39.5671 -36.6028  C26 1.080
32 H 0.5098 41.3417 -36.3639  C26 1.087
33 C 1.3724 43.0427 -33.8220  C34 1.524, H37 1.092, H38 1.085, H39 1.089
34 C 2.8516 43.0312 -34.1875  C33 1.524, O35 1.218, C36 1.515
35 O 3.4886 41.9930 -34.2008  C34 1.218
36 C 3.4745 44.3813 -34.4756  C34 1.515, H40 1.079, H41 1.102, H42 1.091
37 H 0.8327 43.7727 -34.4281  C33 1.092
38 H 1.2544 43.2447 -32.7626  C33 1.085
39 H 0.9661 42.0522 -34.0233  C33 1.089
40 H 4.5496 44.3130 -34.5352  C36 1.079
41 H 3.1947 45.0486 -33.6445  C36 1.102
42 H 3.0460 44.8226 -35.3761  C36 1.091
43 C -0.5942 38.0391 -41.1137  C44 1.505, H47 1.091, H48 1.087, H49 1.095
44 C -0.8063 37.6528 -39.6747  C43 1.505, O45 1.220, C46 1.502
45 O -0.0662 36.8844 -39.0828  C44 1.220
46 C -1.9838 38.2359 -38.9481  C44 1.502, H50 1.087, H51 1.099, H52 1.091
47 H -1.2539 37.4661 -41.7661  C43 1.091
48 H 0.4354 37.8670 -41.4150  C43 1.087
49 H -0.8093 39.1078 -41.2123  C43 1.095
50 H -1.6991 38.6137 -37.9692  C46 1.087
51 H -2.8113 37.5145 -38.8904  C46 1.099
52 H -2.4165 39.0658 -39.5084  C46 1.091
53 C -6.3291 42.9308 -33.3156  C54 1.503, H57 1.092, H58 1.092, H59 1.095
54 C -5.5640 42.0477 -34.2613  C53 1.503, O55 1.210, C56 1.499
55 O -6.0847 41.5916 -35.2544  C54 1.210
56 C -4.1163 41.8066 -33.9571  C54 1.499, H60 1.083, H61 1.095, H62 1.097
57 H -6.0572 42.7398 -32.2750  C53 1.092
58 H -7.4012 42.7854 -33.4604  C53 1.092
59 H -6.1247 43.9886 -33.5107  C53 1.095
60 H -3.5466 42.7042 -33.7485  C56 1.083
61 H -3.6986 41.2963 -34.8319  C56 1.095
62 H -4.0338 41.0555 -33.1618  C56 1.097
63 C -1.6802 34.2195 -32.8783  C64 1.499, H67 1.097, H68 1.081, H69 1.090
64 C -2.5351 34.6392 -31.7207  C63 1.499, O65 1.202, C66 1.517
65 O -2.2525 35.6233 -31.0903  C64 1.202
66 C -3.7260 33.7808 -31.3383  C64 1.517, H70 1.089, H71 1.092, H72 1.096
67 H -0.9843 33.4294 -32.5714  C63 1.097
68 H -1.0471 35.0600 -33.1251  C63 1.081
69 H -2.1765 33.8890 -33.7908  C63 1.090
70 H -4.4082 33.6809 -32.1814  C66 1.089
71 H -4.2116 34.2333 -30.4717  C66 1.092
72 H -3.4207 32.7887 -30.9874  C66 1.096
73 C -2.3900 34.5151 -38.3773  C74 1.512, H77 1.080, H78 1.102, H79 1.095
74 C -3.7639 34.6424 -38.9948  C73 1.512, O75 1.182, C76 1.494
75 O -4.2191 35.7021 -39.2529  C74 1.182
76 C -4.5523 33.3986 -39.2484  C74 1.494, H80 1.095, H81 1.084, H82 1.098
77 H -1.9848 35.4693 -38.0729  C73 1.080
78 H -1.7346 34.0789 -39.1489  C73 1.102
79 H -2.3365 33.8164 -37.5356  C73 1.095
80 H -3.9238 32.5454 -39.5254  C76 1.095
81 H -5.3084 33.5801 -40.0031  C76 1.084
82 H -5.0536 33.0846 -38.3229  C76 1.098
83 C -5.6220 40.3308 -29.2822  C84 1.485, H87 1.088, H88 1.105, H89 1.090
84 C -6.0523 39.1569 -30.0837  C83 1.485, O85 1.226, C86 1.521
85 O -7.1009 38.5799 -29.8199  C84 1.226
86 C -5.1149 38.6750 -31.1799  C84 1.521, H90 1.092, H91 1.100, H92 1.082
87 H -5.0329 40.1232 -28.3916  C83 1.088
88 H -6.5428 40.7705 -28.8579  C83 1.105
89 H -5.1869 41.1279 -29.8841  C83 1.090
90 H -4.0816 38.7850 -30.8447  C86 1.092
91 H -5.2034 39.3322 -32.0574  C86 1.100
92 H -5.4267 37.6754 -31.4538  C86 1.082
93 C -1.4463 39.4313 -33.3074  C94 1.482, H97 1.085, H98 1.104, H99 1.079
94 C -1.6717 38.7926 -34.6258  C93 1.482, O95 1.209, C96 1.559
95 O -1.9164 39.4951 -35.5784  C94 1.209
96 C -1.5953 37.2369 -34.6891  C94 1.559, H100 1.081, H101 1.093, H102 1.093
97 H -1.4094 40.5058 -33.4528  C93 1.085
98 H -0.4176 39.2095 -32.9733  C93 1.104
99 H -2.1640 39.0811 -32.5812  C93 1.079
100 H -2.0475 36.9272 -35.6214  C96 1.081
101 H -2.1034 36.8542 -33.8008  C96 1.093
102 H -0.5476 36.9413 -34.5877  C96 1.093

Entry 3:
The following is a quantum chemistry calculation of a 6-piece molecular cluster, C31H67BBrClN8O8 overall, from the Open Molecules 2025 dataset.

Output
Net charge: 0
Molar mass (g mol⁻¹): 806.1

Last columns: bonded neighbours and bond lengths (Å).
Positions of all 117 atoms, in Å:
1 C -2.0808 6.9542 4.3375  C2 1.673, H21 1.193, H22 1.170, H23 1.191
2 C -1.5471 6.2387 2.9231  C1 1.673, C3 1.668, H24 1.178, H25 1.194
3 C -1.1364 4.6520 3.2352  C2 1.668, Cl4 1.885, C5 1.640, H26 1.170
4 Cl -2.7082 3.7832 3.8090  C3 1.885
5 C -0.6262 3.8340 1.9090  C3 1.640, C6 1.672, N8 1.543, C11 1.651
6 C 0.0573 4.8753 0.7932  C5 1.672, N7 1.316
7 N 0.7372 5.8531 0.2335  C6 1.316
8 N -1.8507 3.2453 1.1768  C5 1.543, C9 1.400
9 C -2.3783 4.2147 0.3157  N8 1.400, O10 1.362
10 O -3.2291 5.1871 -0.1156  C9 1.362
11 C 0.3998 2.5812 2.2291  C5 1.651, C12 1.670, C14 1.641, B18 1.677
12 C 0.2451 1.9940 3.7843  C11 1.670, N13 1.317
13 N -0.1522 1.6098 4.9797  C12 1.317
14 C 0.3261 1.3726 1.1210  C11 1.641, C15 1.639, H27 1.194, H28 1.193
15 C -0.5743 0.0768 1.5656  C14 1.639, O16 1.362, Br17 2.000
16 O -0.0324 -1.1516 1.3356  C15 1.362
17 Br -2.4069 0.1090 2.3652  C15 2.000
18 B 1.9492 3.2216 2.1751  C11 1.677, C19 1.678, O20 1.493
19 C 2.6732 3.8974 3.5291  B18 1.678, H29 1.189, H30 1.173, H31 1.175
20 O 2.8017 3.2006 0.9499  B18 1.493, H32 1.017
21 H -2.1121 8.1369 4.1881  C1 1.193
22 H -3.1290 6.5589 4.6760  C1 1.170
23 H -1.2137 6.7345 5.1237  C1 1.191
24 H -2.4250 6.3241 2.1423  C2 1.178
25 H -0.5988 6.8909 2.6067  C2 1.194
26 H -0.3725 4.6940 4.1209  C3 1.170
27 H 1.4430 0.9713 0.9936  C14 1.194
28 H 0.0244 1.7556 0.0319  C14 1.193
29 H 2.9680 3.0215 4.2771  C19 1.189
30 H 1.8849 4.6308 3.9957  C19 1.173
31 H 3.6764 4.4097 3.1940  C19 1.175
32 H 3.3213 2.3307 1.0428  O20 1.017
33 C -0.0249 -5.3516 -2.9496  O34 1.419, H39 1.094, H40 1.091, H41 1.094
34 O 0.3431 -4.5001 -1.8753  C33 1.419, C35 1.431
35 C -0.0786 -3.1415 -2.0275  O34 1.431, C36 1.546, H42 1.097, H43 1.097
36 C -1.5460 -2.8810 -1.6164  C35 1.546, C37 1.527, N38 1.471, H44 1.097
37 C -2.5620 -3.3594 -2.6506  C36 1.527, H45 1.093, H46 1.097, H47 1.095
38 N -1.8598 -3.4965 -0.3175  C36 1.471, H48 1.020, H49 1.025
39 H -0.0079 -4.8339 -3.9131  C33 1.094
40 H -1.0100 -5.7831 -2.7638  C33 1.091
41 H 0.6921 -6.1770 -2.9889  C33 1.094
42 H 0.5660 -2.5576 -1.3594  C35 1.097
43 H 0.1244 -2.7829 -3.0446  C35 1.097
44 H -1.6724 -1.7959 -1.5197  C36 1.097
45 H -2.6898 -4.4452 -2.6463  C37 1.093
46 H -3.5471 -2.9250 -2.4431  C37 1.097
47 H -2.2687 -3.0516 -3.6603  C37 1.095
48 H -1.2396 -3.1009 0.3891  N38 1.020
49 H -1.5710 -4.4781 -0.3700  N38 1.025
50 C -0.7127 -4.9918 -7.7741  O51 1.419, H56 1.094, H57 1.091, H58 1.094
51 O 0.2684 -4.6331 -6.8132  C50 1.419, C52 1.431
52 C 1.5326 -5.2790 -6.9906  O51 1.431, C53 1.546, H59 1.097, H60 1.097
53 C 2.4460 -4.6111 -8.0440  C52 1.546, C54 1.527, N55 1.471, H61 1.097
54 C 2.0381 -4.9148 -9.4835  C53 1.527, H62 1.093, H63 1.097, H64 1.095
55 N 2.5037 -3.1526 -7.8609  C53 1.471, H65 1.020, H66 1.025
56 H -0.6235 -6.0362 -8.0873  C50 1.094
57 H -0.6513 -4.3265 -8.6371  C50 1.091
58 H -1.6985 -4.8506 -7.3211  C50 1.094
59 H 2.0358 -5.2111 -6.0184  C52 1.097
60 H 1.3975 -6.3487 -7.1949  C52 1.097
61 H 3.4567 -5.0132 -7.9047  C53 1.097
62 H 1.1571 -4.3506 -9.8008  C54 1.093
63 H 2.8488 -4.6472 -10.1715  C54 1.097
64 H 1.8288 -5.9821 -9.6151  C54 1.095
65 H 2.8686 -2.9550 -6.9291  N55 1.020
66 H 1.5375 -2.8142 -7.8187  N55 1.025
67 C 2.2691 2.6190 7.5062  O68 1.419, H73 1.094, H74 1.091, H75 1.094
68 O 3.5587 2.9853 7.0401  C67 1.419, C69 1.431
69 C 4.2780 3.8571 7.9173  O68 1.431, C70 1.546, H76 1.097, H77 1.097
70 C 4.9985 3.1367 9.0800  C69 1.546, C71 1.527, N72 1.471, H78 1.097
71 C 4.0598 2.7063 10.2044  C70 1.527, H79 1.093, H80 1.097, H81 1.095
72 N 5.7469 1.9622 8.6059  C70 1.471, H82 1.020, H83 1.025
73 H 1.7841 3.4272 8.0614  C67 1.094
74 H 2.3352 1.7187 8.1197  C67 1.091
75 H 1.6502 2.3780 6.6367  C67 1.094
76 H 5.0427 4.3355 7.2934  C69 1.097
77 H 3.6288 4.6627 8.2832  C69 1.097
78 H 5.7143 3.8460 9.5128  C70 1.097
79 H 3.4668 1.8251 9.9455  C71 1.093
80 H 4.6359 2.4467 11.1005  C71 1.097
81 H 3.3729 3.5161 10.4737  C71 1.095
82 H 6.4395 2.2705 7.9235  N72 1.020
83 H 5.0989 1.3936 8.0523  N72 1.025
84 C -7.9982 8.0327 -0.6909  O85 1.419, H90 1.094, H91 1.091, H92 1.094
85 O -8.4802 7.7526 -1.9962  C84 1.419, C86 1.431
86 C -7.4790 7.2943 -2.9096  O85 1.431, C87 1.546, H93 1.097, H94 1.097
87 C -7.1591 5.7859 -2.7985  C86 1.546, C88 1.527, N89 1.471, H95 1.097
88 C -6.2862 5.4357 -1.5960  C87 1.527, H96 1.093, H97 1.097, H98 1.095
89 N -8.3864 4.9761 -2.7506  C87 1.471, H99 1.020, H100 1.025
90 H -6.9819 8.4372 -0.7025  C84 1.094
91 H -8.0458 7.1337 -0.0740  C84 1.091
92 H -8.6602 8.7764 -0.2374  C84 1.094
93 H -7.8887 7.4779 -3.9103  C86 1.097
94 H -6.5711 7.9055 -2.8302  C86 1.097
95 H -6.5975 5.5021 -3.6968  C87 1.097
96 H -6.8402 5.4496 -0.6536  C88 1.093
97 H -5.8769 4.4245 -1.7065  C88 1.097
98 H -5.4420 6.1285 -1.5089  C88 1.095
99 H -8.9204 5.1424 -3.6035  N89 1.020
100 H -8.9798 5.3692 -2.0136  N89 1.025
101 C 3.2615 -9.3690 0.4676  O102 1.419, H107 1.094, H108 1.091, H109 1.094
102 O 3.0115 -9.5770 -0.9140  C101 1.419, C103 1.431
103 C 2.5260 -8.4230 -1.6064  O102 1.431, C104 1.546, H110 1.097, H111 1.097
104 C 3.6297 -7.4330 -2.0445  C103 1.546, C105 1.527, N106 1.471, H112 1.097
105 C 4.1674 -6.5761 -0.9011  C104 1.527, H113 1.093, H114 1.097, H115 1.095
106 N 4.7535 -8.1289 -2.6901  C104 1.471, H116 1.020, H117 1.025
107 H 2.5514 -8.6681 0.9163  C101 1.094
108 H 4.2861 -9.0227 0.6141  C101 1.091
109 H 3.1651 -10.3318 0.9783  C101 1.094
110 H 2.0406 -8.8069 -2.5119  C103 1.097
111 H 1.7426 -7.9212 -1.0245  C103 1.097
112 H 3.1852 -6.7487 -2.7773  C104 1.097
113 H 4.8406 -7.1283 -0.2399  C105 1.093
114 H 4.7400 -5.7297 -1.2987  C105 1.097
115 H 3.3490 -6.1695 -0.2970  C105 1.095
116 H 4.4031 -8.6229 -3.5108  N106 1.020
117 H 5.0447 -8.8829 -2.0604  N106 1.025

| no. | gap between HOMO and LUMO (eV) | calculated total energy (a.u.) |
| --- | --- | --- |
| 1 | 9.9 | -1258.2598 |
| 2 | 9.1 | -2723.9026 |
| 3 | 7.4 | -5319.9085 |